# 1
# C3H7N3O

A molecular structure, C3H7N3O (ωB97M-V/def2-TZVPD, OMol25).

Computed properties:
Highest occupied orbital energy: -8.54 eV
E_LUMO: 0.49 eV
Energy relative to the best compared isomer or geometry (same formula, charge and spin): 674.6 kJ/mol
E_tot: -357.792923 Eh

Last column: natural (NBO) charge in e.
Element x y z (Å)
1 C 0.188 1.776 -0.056  -0.6900
2 C -0.446 0.446 -0.165  0.3392
3 C 1.687 -0.947 0.087  0.2668
4 H 1.184 1.663 -0.631  0.2727
5 H -0.747 2.494 -0.642  0.2574
6 H 0.388 2.307 1.173  0.2488
7 H -0.141 -1.711 -0.690  0.4261
8 H 1.990 -2.041 0.652  0.1654
9 H 3.521 -0.111 0.906  0.3516
10 H -3.302 -0.585 0.251  0.4855
11 N 0.279 -0.813 -0.452  -0.6815
12 N 2.453 0.028 0.054  -0.6510
13 N -1.757 0.433 0.171  -0.1941
14 O -2.288 -0.900 0.172  -0.5972

=====

# 2
# C5H9NO2

2 unconnected molecules or ions with the total composition C5H9NO2 (ωB97M-V/def2-TZVPD, OMol25).

Computed properties:
Highest occupied orbital energy: -8.28 eV
E_LUMO: 0.60 eV
SMILES string: CC(=O)O.CC#CN
Energy relative to the best compared isomer or geometry (same formula, charge and spin): 209.1 kJ/mol
E_tot: -401.097111 Eh

Last column: natural (NBO) charge in e.
Element x y z (Å)
1 C 1.523 1.393 -0.301  -0.7405
2 C 0.604 1.179 0.878  0.8209
3 O 0.981 0.780 1.954  -0.6064
4 O -0.596 1.803 0.783  -0.6782
5 H 1.125 0.870 -1.170  0.2316
6 H 2.507 0.992 -0.078  0.2465
7 H 1.599 2.454 -0.536  0.2309
8 H -0.760 2.137 -0.108  0.4823
9 C -0.897 -1.128 -1.895  -0.6676
10 C -0.695 -1.148 -0.454  -0.1528
11 C -0.665 -1.447 0.718  0.1932
12 N -0.580 -1.707 2.028  -0.8370
13 H -1.563 -1.935 -2.203  0.2358
14 H -1.335 -0.179 -2.213  0.2111
15 H 0.057 -1.260 -2.408  0.2263
16 H 0.159 -1.185 2.489  0.4159
17 H -1.464 -1.618 2.515  0.3881

=====

Number 1: frontier orbital gap 0.3317 Eh. Number 2: frontier orbital gap 0.3264 Eh.